Entry 1:
Below is a 2-piece molecular cluster, ClF2OS overall in a non-equilibrium geometry, with properties calculated with the ωB97M-V functional and the def2-TZVPD basis.

Computed properties:
Charge: +1
Kohn-Sham gap, eV: 4.7071
Energy relative to the best compared isomer or geometry (same formula, charge and spin), kcal/mol: 58.3
Multiplicity: 1
Lowest unoccupied orbital energy, eV: -10.37

Atoms and positions in Å:
O -1.012 -0.239 -1.893
F 1.663 1.198 0.945
F -2.545 -1.484 -0.366
S -1.033 -1.087 -0.743
Cl 2.927 1.611 2.056

***

Entry 2:
Below is one molecule with the formula ClFH2NOP in a non-equilibrium geometry, with properties calculated with the ωB97M-V functional and the def2-TZVPD basis.

Computed properties:
Charge: 0
Kohn-Sham gap, eV: 9.8484
Energy relative to the best compared isomer or geometry (same formula, charge and spin), kcal/mol: 19.2
Multiplicity: 1
SMILES: N=[P@@](O)(F)Cl
Lowest unoccupied orbital energy, eV: 0.34

Atoms and positions in Å:
N 1.267 0.348 0.703
P -0.318 -0.050 0.141
O -0.167 -0.630 -1.361
F -0.799 -1.308 1.026
Cl -2.002 0.876 -0.043
H 1.366 1.199 1.266
H 0.652 -0.435 -1.732

***

Entry 3:
Below is one molecule with the formula ClFHOPS2 in a non-equilibrium geometry, with properties calculated with the ωB97M-V functional and the def2-TZVPD basis.

Computed properties:
Charge: 0
Kohn-Sham gap, eV: 8.9349
Energy relative to the best compared isomer or geometry (same formula, charge and spin), kcal/mol: 29.5
Multiplicity: 1
SMILES: O[P@@](=S)(Cl)SF
Lowest unoccupied orbital energy, eV: -0.90

Atoms and positions in Å:
O -1.268 -0.248 -0.378
P 0.033 0.572 -0.034
S 0.185 2.496 -0.449
Cl 0.030 0.072 2.222
S 1.677 -0.469 -0.719
F 0.905 -1.845 -1.041
H -1.564 -0.578 0.398

***

Entry 4:
Below is ClFeH10O5 as an isolated structure in a non-equilibrium geometry, with properties calculated with the ωB97M-V functional and the def2-TZVPD basis.

Computed properties:
Charge: 0
⟨S²⟩: 8.76
Kohn-Sham gap (spin up / spin down), eV: 3.7428 / 8.7135
Energy relative to the best compared isomer or geometry (same formula, charge and spin), kcal/mol: 0.0
Multiplicity: 6
Lowest unoccupied orbital energy (spin up / spin down), eV: 0.24 / -0.02

Atoms and positions in Å:
Fe -0.031 -0.187 -0.456
Cl -0.714 -1.393 -2.442
O 0.508 1.617 -1.372
H 1.142 2.290 -1.124
H 0.208 1.879 -2.243
O 0.446 0.813 1.337
H 0.916 0.263 1.964
H 0.147 1.562 1.853
O -0.693 -1.660 0.932
H -0.370 -2.055 1.742
H -1.381 -2.255 0.633
O -1.979 0.780 -0.036
H -2.031 1.555 0.524
H -2.881 0.465 -0.094
O 1.889 -1.052 -0.442
H 2.722 -0.645 -0.205
H 2.101 -1.977 -0.571

***

Entry 5:
Below is ClFeH12O6 as an isolated structure in a non-equilibrium geometry, with properties calculated with the ωB97M-V functional and the def2-TZVPD basis.

Computed properties:
Charge: +1
⟨S²⟩: 6.01
Kohn-Sham gap (spin up / spin down), eV: 8.6366 / 8.3509
Energy relative to the best compared isomer or geometry (same formula, charge and spin), kcal/mol: 0.0
Multiplicity: 5
Lowest unoccupied orbital energy (spin up / spin down), eV: -3.84 / -3.83

Atoms and positions in Å:
Fe -0.268 0.504 -0.240
Cl -2.034 -0.781 -1.491
O 0.635 1.206 -1.991
H 1.550 1.433 -2.207
H 0.219 0.972 -2.839
O -0.363 -3.288 0.691
H 0.195 -3.996 0.351
H -0.179 -2.517 0.126
O -0.956 -0.547 1.439
H -1.698 -1.141 1.213
H -0.622 -0.864 2.288
O -1.546 2.205 0.004
H -2.497 2.210 -0.188
H -1.316 3.127 0.179
O 1.252 -1.075 -0.235
H 1.902 -1.207 0.469
H 1.653 -1.467 -1.026
O 1.177 1.446 0.965
H 2.128 1.578 1.081
H 0.767 2.203 1.410

***

Entry 6:
Below is ClH10O5Zn as an isolated structure in a non-equilibrium geometry, with properties calculated with the ωB97M-V functional and the def2-TZVPD basis.

Computed properties:
Charge: +1
Kohn-Sham gap, eV: 3.7541
Energy relative to the best compared isomer or geometry (same formula, charge and spin), kcal/mol: 158.6
Multiplicity: 1
Lowest unoccupied orbital energy, eV: -10.15

Atoms and positions in Å:
Zn -1.173 3.061 1.316
Cl -0.373 1.159 0.201
O 0.585 1.760 -3.199
H 0.234 1.589 -2.322
H 0.917 0.906 -3.502
O -3.709 -0.028 1.105
H -3.178 0.155 0.324
H -4.621 0.009 0.793
O 2.659 0.088 -1.099
H 1.838 0.562 -0.935
H 2.683 -0.610 -0.433
O 1.659 -1.018 2.139
H 1.138 -0.307 1.752
H 1.326 -1.111 3.038
O -0.200 -2.398 0.343
H -0.528 -1.565 -0.003
H 0.743 -2.253 0.483

***

The highest energy relative to the best compared isomer or geometry (same formula, charge and spin) belongs to which entry? ClH10O5Zn